A structure of composition C42H40N2O6P2Ru at a distorted geometry. Source: the Open Molecules 2025 dataset; level of theory: ωB97M-V/def2-TZVPD.

Its net charge is +2. As for the frontier orbital gap (alpha / beta): 7.5220 / 3.4706 eV. Its expectation value of S² is 6.04. As for the LUMO energy (alpha / beta): -5.54 / -9.54 eV. Its spin multiplicity is 5. The calculation puts the energy relative to the best compared isomer or geometry (same formula, charge and spin) at 23.4 kcal/mol.

Element x y z (Å)
Ru (-0.2505, 0.3861, -0.4875)
C (1.7643, -0.7259, -0.3759)
C (1.7290, 0.3414, -1.3014)
C (1.6452, 0.2100, -2.8106)
C (0.2248, 0.0394, -3.3932)
C (-0.8260, -0.3813, -2.3956)
C (-0.6809, -1.4398, -1.4403)
C (0.4050, -2.5192, -1.5384)
C (1.6550, -2.1863, -0.6877)
C (-2.0476, 0.9491, 0.2612)
H (2.3122, -0.4963, 0.5577)
H (2.3048, 1.2176, -0.9749)
H (2.3025, -0.5816, -3.1921)
H (2.0411, 1.1654, -3.1901)
H (-0.1111, 0.9911, -3.8227)
H (0.2161, -0.6451, -4.2540)
H (-1.8699, -0.1916, -2.7113)
H (-1.6141, -1.7838, -0.9370)
H (0.6643, -2.7050, -2.5942)
H (-0.0402, -3.4579, -1.1778)
H (1.5712, -2.7634, 0.2456)
H (2.5895, -2.5689, -1.1420)
H (-1.8211, 1.1586, 1.3181)
H (-2.7527, 0.1148, 0.1604)
H (-2.4912, 1.8417, -0.1885)
P (-0.9272, 6.8766, -6.1239)
P (-3.8236, 5.5771, -6.6455)
C (-1.2311, 5.8639, -7.5927)
C (-2.4999, 5.4606, -7.8970)
C (-0.0141, 8.3183, -6.8720)
C (0.6880, 8.2371, -8.0945)
C (1.4306, 9.3334, -8.5458)
C (1.4426, 10.5339, -7.8354)
C (0.6594, 10.6549, -6.6752)
C (-0.0774, 9.5596, -6.2085)
C (0.3333, 5.8410, -5.2984)
C (-0.1277, 4.6557, -4.6920)
C (0.7690, 3.8046, -4.0497)
C (2.1298, 4.1414, -3.9931)
C (2.5829, 5.3295, -4.5820)
C (1.6909, 6.1749, -5.2436)
C (-5.0873, 6.1706, -7.8620)
C (-4.8975, 7.4438, -8.4451)
C (-5.7106, 7.8708, -9.4998)
C (-6.7520, 7.0604, -9.9734)
C (-6.9720, 5.8203, -9.3634)
C (-6.1489, 5.3805, -8.3185)
C (-4.3690, 3.8516, -6.3876)
C (-5.2550, 3.6262, -5.3209)
C (-5.8051, 2.3639, -5.1146)
C (-5.4405, 1.3022, -5.9653)
C (-4.5216, 1.5201, -6.9967)
C (-3.9686, 2.7811, -7.2051)
H (-0.3465, 5.5085, -8.1493)
H (-2.8021, 5.0869, -8.8952)
H (0.6591, 7.3189, -8.6814)
H (2.0216, 9.2404, -9.4664)
H (2.0509, 11.3771, -8.1765)
H (0.6327, 11.6035, -6.1395)
H (-0.7055, 9.6667, -5.3182)
H (-1.1880, 4.4059, -4.7294)
H (0.4142, 2.8838, -3.5764)
H (2.8366, 3.4756, -3.4885)
H (3.6425, 5.5963, -4.5347)
H (2.0450, 7.0811, -5.7344)
H (-4.0885, 8.0840, -8.0889)
H (-5.5418, 8.8524, -9.9589)
H (-7.3862, 7.3958, -10.8045)
H (-7.7921, 5.1851, -9.7122)
H (-6.3192, 4.3913, -7.8907)
H (-5.5070, 4.4510, -4.6486)
H (-6.5049, 2.1953, -4.2961)
H (-5.8775, 0.3158, -5.8095)
H (-4.2323, 0.6849, -7.6507)
H (-3.2398, 2.9518, -7.9975)
O (-0.7169, -2.4625, 1.3074)
C (-0.1365, -1.5993, 1.9987)
O (0.1073, -0.3582, 1.7357)
C (0.3896, -2.1192, 3.3407)
C (1.0594, -1.2881, 4.2566)
C (1.5699, -1.8213, 5.4619)
C (1.4348, -3.1899, 5.7315)
C (0.8003, -4.0259, 4.7993)
C (0.2498, -3.4953, 3.6077)
N (0.7374, -5.4350, 5.0957)
O (1.2849, -5.8375, 6.1494)
O (0.1478, -6.1871, 4.2998)
N (2.1958, -1.0052, 6.4752)
O (2.3046, 0.2226, 6.3368)
O (2.6030, -1.6223, 7.4901)
H (1.1744, -0.2285, 4.0381)
H (1.8153, -3.5970, 6.6635)
H (-0.2740, -4.1312, 2.8948)

Forces on the atoms, in the same order (eV/Å):
-0.20 -1.35 1.06
1.18 1.58 -0.74
1.72 -0.78 0.36
-0.03 0.40 -0.48
-0.16 -0.01 -0.33
-0.89 -0.45 0.50
-0.48 -0.47 -0.59
0.11 -0.02 0.07
-0.49 -0.71 0.09
-0.23 0.51 -0.03
-0.65 -0.02 -0.46
-0.40 -0.12 0.03
-0.05 0.11 0.29
-0.01 -0.49 -0.14
0.04 -0.20 0.14
0.10 -0.04 0.22
0.61 0.33 0.45
0.56 0.30 -0.63
-0.11 0.31 0.32
0.20 0.27 -0.14
0.15 0.32 -0.15
-0.38 0.37 0.00
-0.28 -0.15 -0.15
0.05 0.11 0.24
0.07 -0.05 -0.08
0.84 -0.15 -0.70
-0.53 0.20 -1.98
-1.58 -1.14 -0.40
1.74 0.44 0.24
-0.44 0.38 0.00
-0.03 0.02 0.40
0.06 -0.21 -0.18
-0.31 -0.11 0.46
0.11 -0.28 -0.30
0.20 -0.08 0.04
-0.13 -0.03 0.29
0.28 0.11 0.00
0.23 0.19 -0.04
-0.21 0.20 -0.12
0.04 -0.20 0.00
-0.04 -0.14 0.14
-0.22 0.57 0.19
-0.12 -0.18 -0.15
0.06 0.08 0.05
0.20 -0.11 0.33
0.07 0.04 0.00
-0.25 -0.14 -0.13
0.29 -0.24 0.57
0.04 0.08 -0.05
0.27 -0.39 -0.39
-0.06 0.60 0.24
0.04 -0.37 -0.08
-0.11 0.33 0.20
-0.59 0.47 -0.10
0.42 -0.10 0.69
0.20 0.31 0.16
-0.35 0.03 0.42
-0.29 -0.34 0.09
-0.05 -0.28 -0.11
0.32 -0.03 -0.26
0.16 0.04 0.04
0.11 0.43 -0.20
-0.23 0.30 -0.18
-0.40 -0.13 -0.03
-0.04 -0.19 0.21
-0.21 -0.08 -0.10
-0.02 -0.45 0.26
0.32 -0.16 0.46
0.36 0.20 0.16
-0.02 0.32 -0.10
-0.03 -0.26 -0.23
0.18 0.07 -0.24
0.15 0.25 -0.10
-0.14 0.46 0.33
-0.26 -0.18 0.15
-0.76 -0.26 -0.98
2.25 4.15 2.41
-1.36 -3.29 -0.33
0.15 -1.24 0.45
0.15 0.31 0.31
-1.32 -1.08 -1.84
-0.17 0.00 -0.39
0.01 2.09 -0.63
0.39 -0.19 0.76
0.00 -3.36 1.16
-1.15 1.20 -2.33
0.94 1.71 1.08
1.65 1.19 2.94
-0.51 -2.22 -0.46
-0.90 1.29 -2.26
0.00 -0.17 0.15
-0.04 0.02 -0.23
0.22 -0.11 0.36

A cluster of 3 separate species, C13H37BN2O9P2 in total. Source: the Open Molecules 2025 dataset; level of theory: ωB97M-V/def2-TZVPD.

As for the frontier orbital gap: 8.7113 eV. As for the LUMO energy: 0.07 eV. As for the SMILES: O=P(O)(O)PCB(O)O.COCCNCCOC.COCCNCCOC. Its spin multiplicity is 1.

Element x y z (Å)
O (6.4423, 4.0800, -3.1424)
P (6.0394, 3.7656, -4.5112)
O (6.4969, 2.3166, -5.0193)
O (6.6958, 4.7800, -5.5673)
P (3.8524, 3.8686, -4.7332)
C (3.3706, 2.4504, -5.8443)
B (1.8125, 2.2834, -5.5742)
O (0.9093, 3.0009, -6.3445)
O (1.3792, 1.4258, -4.5950)
H (5.7926, 1.7809, -5.3967)
H (6.2608, 4.7631, -6.4267)
H (3.8125, 4.9186, -5.6731)
H (3.8981, 1.5469, -5.5306)
H (3.5747, 2.6647, -6.8931)
H (0.6421, 3.8373, -5.9526)
H (1.7862, 1.6386, -3.7354)
C (1.1048, -1.4380, 2.4071)
O (0.2207, -0.4138, 2.0005)
C (0.4089, 0.8345, 2.6558)
C (0.9656, 1.8746, 1.7099)
N (2.3327, 1.5629, 1.3285)
C (2.8872, 2.3986, 0.2718)
C (2.2086, 2.3846, -1.0917)
O (2.3443, 1.1578, -1.8008)
C (1.4220, 0.1370, -1.4534)
H (0.7343, -2.3700, 1.9825)
H (2.1285, -1.2746, 2.0528)
H (1.1278, -1.5342, 3.4972)
H (1.0619, 0.7130, 3.5255)
H (-0.5687, 1.1734, 3.0108)
H (0.9526, 2.8462, 2.2142)
H (0.2798, 1.9411, 0.8530)
H (2.3874, 0.5921, 1.0503)
H (3.9282, 2.1031, 0.1246)
H (2.9012, 3.4346, 0.6261)
H (2.7093, 3.1366, -1.7071)
H (1.1489, 2.6631, -1.0352)
H (0.4500, 0.5540, -1.1768)
H (1.7898, -0.4843, -0.6332)
H (1.2967, -0.4974, -2.3301)
C (-3.7456, -2.0792, 5.5260)
O (-3.7143, -1.3625, 4.3117)
C (-2.5566, -1.5836, 3.5157)
C (-2.8804, -2.3646, 2.2627)
N (-3.2396, -3.7399, 2.5717)
C (-3.7506, -4.5125, 1.4473)
C (-5.0310, -4.0415, 0.7673)
O (-6.1937, -4.1670, 1.5629)
C (-6.4399, -3.1015, 2.4578)
H (-4.5787, -1.6892, 6.1084)
H (-3.8962, -3.1546, 5.3773)
H (-2.8216, -1.9378, 6.0965)
H (-1.7826, -2.0956, 4.0975)
H (-2.1655, -0.6090, 3.2180)
H (-1.9941, -2.3635, 1.6203)
H (-3.6727, -1.8202, 1.7297)
H (-3.9239, -3.7449, 3.3169)
H (-3.9209, -5.5332, 1.7984)
H (-2.9649, -4.5664, 0.6854)
H (-5.1944, -4.6854, -0.1003)
H (-4.9434, -3.0139, 0.3924)
H (-6.1032, -2.1453, 2.0459)
H (-5.9575, -3.2509, 3.4284)
H (-7.5165, -3.0541, 2.6194)

Forces on the atoms, in the same order (eV/Å):
0.05 -0.04 -0.16
0.11 0.13 0.01
0.00 0.06 0.03
-0.11 0.01 0.12
-0.24 -0.08 0.32
0.02 0.16 -0.17
-0.08 -0.23 -0.03
0.37 -0.02 0.02
-0.25 0.91 0.12
-0.01 -0.04 -0.05
0.11 -0.04 -0.09
0.10 0.00 -0.08
-0.11 -0.02 0.06
0.10 -0.04 0.03
-0.28 -0.12 -0.05
0.25 -0.80 0.12
-0.06 -0.05 0.02
0.05 -0.01 -0.05
-0.06 0.05 0.07
0.04 0.00 -0.03
-0.08 -0.09 -0.08
0.08 -0.02 0.08
0.05 0.15 0.00
-0.06 0.14 -0.24
-0.01 -0.07 -0.07
0.00 0.00 -0.01
0.01 0.02 0.04
0.01 -0.01 0.00
0.04 0.02 -0.03
-0.01 -0.04 0.01
0.01 0.01 -0.02
-0.03 0.02 0.03
0.01 0.01 0.01
0.01 0.03 0.00
-0.01 0.00 -0.01
-0.02 -0.02 -0.02
0.00 -0.06 0.05
0.01 0.00 0.02
-0.02 0.04 0.02
-0.01 0.02 -0.01
0.00 0.04 0.03
-0.03 -0.08 0.00
0.10 0.11 -0.06
-0.03 -0.07 0.00
-0.10 0.07 0.05
0.08 -0.08 0.04
0.00 -0.02 -0.11
0.02 -0.01 0.06
-0.06 -0.01 -0.02
-0.01 -0.01 0.00
0.04 0.00 0.00
0.00 0.00 0.01
-0.02 -0.04 -0.01
-0.01 0.01 0.04
-0.02 0.01 -0.02
0.04 0.03 -0.01
0.00 -0.01 -0.02
0.02 -0.01 -0.02
0.00 0.02 -0.01
-0.02 0.01 0.00
0.02 0.01 0.05
0.00 0.01 0.01
0.02 0.03 -0.01
0.00 0.00 0.00

The molecule C19H21N3O2 at a distorted geometry. Source: the Open Molecules 2025 dataset; level of theory: ωB97M-V/def2-TZVPD.

As for the frontier orbital gap: 8.8614 eV. As for the LUMO energy: 0.71 eV. As for the SMILES: Cc1cc(-c2ccco2)n(CC(=O)NCCCc2ccccc2)n1. Its spin multiplicity is 1. The calculation puts the energy relative to the best compared isomer or geometry (same formula, charge and spin) at 41.4 kcal/mol.

Element x y z (Å)
C (-0.2824, -3.8981, 0.5383)
C (-0.7921, -2.5118, 0.7060)
C (-1.9834, -1.9594, 0.2305)
C (-1.9642, -0.6294, 0.6365)
C (-2.9667, 0.3636, 0.3665)
C (-4.1542, 0.2133, -0.3095)
C (-4.7643, 1.4857, -0.3320)
C (-3.9152, 2.3199, 0.3265)
O (-2.8298, 1.6534, 0.7531)
N (-0.8015, -0.4566, 1.3153)
C (-0.3431, 0.6992, 2.0341)
C (1.1184, 1.1233, 1.7924)
O (1.4440, 2.2825, 1.9533)
N (1.9520, 0.1267, 1.4825)
C (3.3773, 0.3278, 1.3323)
C (3.7387, 1.2214, 0.1445)
C (3.3985, 0.5938, -1.2090)
C (1.9239, 0.4591, -1.4725)
C (1.0964, 1.5764, -1.4671)
C (-0.2474, 1.4613, -1.7712)
C (-0.7828, 0.2295, -2.1078)
C (0.0299, -0.8900, -2.1099)
C (1.3697, -0.7755, -1.7844)
N (-0.1007, -1.5926, 1.3647)
H (-1.0584, -4.6200, 0.7844)
H (0.0213, -4.0649, -0.4948)
H (0.5756, -4.0553, 1.1858)
H (-2.7476, -2.4517, -0.3332)
H (-4.5387, -0.6908, -0.7335)
H (-5.7035, 1.7423, -0.7770)
H (-3.9634, 3.3664, 0.5527)
H (-0.9747, 1.5522, 1.7919)
H (-0.4218, 0.5075, 3.1133)
H (1.5444, -0.7996, 1.3646)
H (3.7567, 0.8036, 2.2441)
H (3.8417, -0.6543, 1.2266)
H (4.8123, 1.4168, 0.1845)
H (3.2177, 2.1703, 0.2645)
H (3.8279, 1.2253, -1.9929)
H (3.8722, -0.3885, -1.2801)
H (1.5064, 2.5463, -1.2280)
H (-0.8777, 2.3388, -1.7598)
H (-1.8274, 0.1429, -2.3684)
H (-0.3811, -1.8546, -2.3700)
H (1.9970, -1.6564, -1.7878)

Forces on the atoms, in the same order (eV/Å):
0.02 0.09 -0.02
-0.16 0.36 0.15
-0.04 0.44 0.26
0.43 -0.57 0.15
-1.06 -0.19 -0.56
0.77 -0.05 0.42
0.27 0.49 0.24
-0.78 0.06 -0.41
0.39 -0.14 0.15
-0.65 -0.18 -0.55
0.33 0.68 0.45
-0.44 -0.57 -0.07
0.07 0.47 0.17
0.26 -0.31 0.01
0.09 0.53 0.01
-0.01 -0.29 0.00
0.08 0.21 0.16
0.04 -0.08 -0.18
0.06 -0.02 -0.02
-0.07 0.08 -0.04
-0.06 -0.05 -0.12
-0.04 -0.02 -0.07
0.02 0.05 -0.05
0.25 -0.70 0.21
0.01 -0.09 0.01
0.05 -0.08 -0.05
0.05 -0.07 0.03
-0.21 -0.08 -0.16
-0.02 -0.24 -0.07
-0.18 0.13 -0.06
0.09 0.13 0.08
0.21 -0.21 0.05
-0.05 0.04 -0.15
0.12 0.22 0.10
0.03 -0.14 -0.06
0.00 0.02 0.05
0.01 0.06 0.01
0.09 0.05 0.01
0.05 -0.10 -0.02
0.03 -0.01 -0.08
0.05 0.12 0.06
-0.06 0.09 -0.01
-0.09 0.00 0.01
-0.04 -0.09 -0.01
0.10 -0.08 0.00

A cluster of 2 separate species, C5H15NO in total at a distorted geometry. Source: the Open Molecules 2025 dataset; level of theory: ωB97M-V/def2-TZVPD.

As for the frontier orbital gap: 9.2532 eV. As for the LUMO energy: 0.75 eV. As for the SMILES: CC(C)[C@@H](C)N.O. Its spin multiplicity is 1. The calculation puts the energy relative to the best compared isomer or geometry (same formula, charge and spin) at 43.7 kcal/mol.

Element x y z (Å)
C (1.6356, -1.2259, 0.4976)
C (0.5177, -0.9056, -0.5388)
C (-0.7480, -1.5074, 0.0366)
C (0.5777, 0.5878, -0.9398)
C (-0.6364, 1.0078, -1.8476)
N (0.6790, 1.3252, 0.2799)
H (2.3481, -1.7954, 0.0555)
H (2.1421, -0.2876, 0.8169)
H (1.3350, -1.8432, 1.4134)
H (0.8576, -1.3033, -1.5117)
H (-1.4678, -1.5425, -0.8272)
H (-1.2806, -0.9019, 0.8723)
H (-0.4548, -2.4704, 0.4900)
H (1.4934, 0.6495, -1.5464)
H (-0.6000, 2.0607, -1.9808)
H (-1.6806, 0.8812, -1.3075)
H (-0.7042, 0.6082, -2.8795)
H (0.2229, 0.9941, 1.1438)
H (1.5441, 1.8902, 0.3718)
O (-2.0269, 1.6306, 2.4187)
H (-1.5135, 1.2421, 3.1815)
H (-2.2405, 0.9060, 1.8012)

Forces on the atoms, in the same order (eV/Å):
-1.14 1.52 1.72
1.61 -0.10 0.34
-1.60 0.93 -0.61
-1.41 -1.20 0.42
-1.57 -0.48 1.23
0.60 2.44 0.25
2.34 -1.85 -1.44
-0.39 -0.86 0.09
0.01 1.16 -1.15
-0.80 -1.11 0.48
0.20 -0.63 1.15
1.16 -0.70 -1.26
-0.76 0.22 -0.56
-0.13 0.48 0.34
0.27 1.12 -0.07
2.09 -0.17 -0.96
0.25 -0.37 0.74
0.68 0.37 -1.11
-1.38 -0.76 0.35
0.69 -0.82 0.85
-0.97 0.42 -1.40
0.25 0.38 0.61